(1)
A structure of composition C48H38N6O2PdS2. Source: the OMol25 dataset; level of theory: wB97M-V/def2-TZVPD.

Calculated values
lowest unoccupied orbital energy: -5.60 eV

ORCA input file:
```
! RIJCOSX wB97M-V def2-TZVPD def2/J DEFGRID3
* xyz 2 1
Pd 0.32248 0.25194 0.23187
C -6.41414 5.34480 2.18914
C -5.44573 4.29606 1.72363
C -4.09979 4.60016 1.51869
C -3.20207 3.63604 1.09334
C -3.65783 2.34600 0.88145
C -4.98948 2.00937 1.08939
C -5.87609 2.98787 1.50181
S -2.62118 1.03806 0.27977
O -1.21690 1.49529 0.75232
C -2.66930 1.50876 -1.46114
C -1.84458 2.59977 -1.79077
C -2.08864 3.32348 -2.91380
C -3.34255 3.17968 -3.55435
C -3.78061 4.17143 -4.46352
C -5.09060 4.23938 -4.83832
C -6.01204 3.33521 -4.28005
C -5.59244 2.31209 -3.47444
C -4.22387 2.14192 -3.15244
C -3.72089 1.08606 -2.28383
C -4.28143 -0.27561 -2.18549
C -5.44761 -0.74892 -2.90134
C -5.74343 -0.38202 -4.24048
C -6.83818 -0.88149 -4.88486
C -7.73490 -1.74719 -4.22399
C -7.43616 -2.19189 -2.97155
C -6.24918 -1.77159 -2.32004
C -5.78329 -2.46653 -1.18181
C -4.47720 -2.31530 -0.82777
C -3.69870 -1.26439 -1.36398
S -1.97359 -1.76921 -1.32189
O -1.17179 -1.06703 -0.24427
C -1.36187 -1.25200 -2.90688
C -1.77293 -1.99001 -4.00771
C -1.27617 -1.65223 -5.25624
C -0.36048 -0.61276 -5.41087
C 0.17507 -0.25031 -6.76688
C 0.04859 0.09406 -4.27988
C -0.44712 -0.21778 -3.02735
H -5.95414 6.33059 2.21423
H -6.77658 5.11381 3.19208
H -7.28299 5.38833 1.53175
H -3.75274 5.61041 1.69555
H -2.16090 3.88012 0.93118
H -5.32761 0.98986 0.93638
H -6.91584 2.73278 1.66596
H -1.00602 2.82461 -1.14395
H -1.41844 4.11332 -3.22950
H -3.06910 4.91560 -4.79897
H -5.43232 5.01924 -5.50535
H -7.06885 3.45586 -4.47911
H -6.33049 1.65843 -3.03942
H -5.06374 0.26037 -4.77848
H -7.01435 -0.61775 -5.91943
H -8.62298 -2.09533 -4.73371
H -8.06248 -2.92319 -2.47643
H -6.40121 -3.22761 -0.72374
H -4.00698 -3.01448 -0.14566
H -2.47284 -2.81115 -3.90002
H -1.59550 -2.21292 -6.12569
H -0.15903 -0.95249 -7.52786
H 1.26548 -0.24167 -6.76602
H -0.15840 0.74743 -7.05753
H 0.75584 0.90863 -4.38752
H -0.19946 0.35069 -2.13953
C 3.23380 -2.73039 -0.92327
C 2.01303 -2.07712 -0.72157
N 1.94978 -0.85970 -0.22450
C 3.10304 -0.22669 0.11051
C 4.36159 -0.80096 -0.05276
C 4.40588 -2.10028 -0.59404
C 5.51464 -0.04211 0.34217
C 5.39435 1.19947 0.85991
C 4.10609 1.80722 1.03739
C 3.88981 3.09034 1.57384
C 2.60806 3.55799 1.71094
C 1.52865 2.76093 1.31454
N 1.71522 1.56457 0.79314
C 2.97737 1.08370 0.65935
H 3.23086 -3.72907 -1.33551
H 1.07266 -2.55965 -0.95180
H 5.35814 -2.59403 -0.74127
H 6.49235 -0.48996 0.21920
H 6.27400 1.75678 1.15494
H 4.73287 3.69710 1.87936
H 2.41164 4.53573 2.12672
H 0.49967 3.07540 1.42958
N 0.27322 -1.15035 6.04526
C -0.71125 -1.92218 5.55296
N -1.51387 -2.55802 6.41761
N -0.94634 -2.09185 4.26538
C -0.17051 -1.45809 3.41843
N 0.52727 -0.92723 2.65548
H 0.45100 -1.08524 7.03080
H 0.91510 -0.70813 5.40975
H -1.38242 -2.51839 7.41093
H -2.23242 -3.15023 6.04149
*
```

And the Mulliken charges, in e, turn out to be: 1.099 -1.509 0.962 -0.935 -0.428 0.370 -0.162 -0.987 0.734 -0.412 0.649 -0.900 -1.331 0.881 -1.092 -0.705 -0.848 -0.456 0.555 0.301 0.945 0.283 -0.352 -0.810 -0.693 -0.987 0.780 -1.374 -1.104 0.617 -0.514 -0.428 0.885 -0.795 -0.992 0.881 -1.481 -1.222 0.231 0.353 0.338 0.368 0.355 0.215 0.505 0.441 0.402 0.505 0.457 0.428 0.485 0.652 0.589 0.467 0.424 0.444 0.468 0.558 0.539 0.402 0.387 0.364 0.313 0.535 0.689 -1.066 -0.163 0.309 0.170 0.695 -0.651 -0.910 -0.928 0.698 -0.590 -1.051 -0.173 0.115 0.260 0.466 0.485 0.470 0.449 0.431 0.472 0.460 0.533 -0.349 0.617 -0.377 -0.671 0.712 -0.530 0.200 0.154 0.188 0.230


(2)
A structure of composition C48H38NOP2Pd. Source: the OMol25 dataset; level of theory: wB97M-V/def2-TZVPD.

Calculated values
<S²>: 6.049
lowest unoccupied orbital energy (spin up / spin down): -7.96 / -11.34 eV

ORCA input file:
```
! RIJCOSX wB97M-V def2-TZVPD def2/J DEFGRID3
* xyz 3 5
Pd 0.20534 0.13164 -0.09176
O -2.50753 0.50865 -0.62011
C -3.27116 0.51651 0.53085
C -4.55430 0.01044 0.63255
C -5.19372 0.07642 1.86581
C -4.57074 0.61975 2.98386
C -3.27109 1.08070 2.88317
C -2.60686 1.03358 1.64960
P -0.91663 1.54774 1.49825
C -0.75669 3.19928 0.87287
C -1.89797 3.99394 0.71625
C -1.76296 5.29723 0.26849
C -0.50557 5.80211 -0.03671
C 0.63052 5.00931 0.10321
C 0.50846 3.70817 0.55266
C -0.09001 1.31400 3.05812
C 0.68175 2.32069 3.64364
C 1.25326 2.10915 4.88991
C 1.05030 0.90838 5.55481
C 0.27978 -0.09832 4.97690
C -0.27850 0.09570 3.72809
C -2.97962 -0.00126 -1.82438
C -4.12677 0.47730 -2.42865
C -4.52526 -0.08803 -3.63278
C -3.78730 -1.10780 -4.22331
C -2.61884 -1.54877 -3.62693
C -2.19343 -0.98805 -2.41733
P -0.66952 -1.52685 -1.63920
C 0.56985 -1.78701 -2.89681
C 0.49875 -1.11374 -4.11867
C 1.51557 -1.26023 -5.04892
C 2.61521 -2.05892 -4.76331
C 2.70757 -2.71014 -3.53804
C 1.69251 -2.57350 -2.60732
C -0.93419 -3.02553 -0.68981
C -1.45418 -2.89727 0.60313
C -1.76939 -4.02519 1.34107
C -1.56943 -5.28755 0.79271
C -1.06815 -5.42075 -0.49457
C -0.75305 -4.29518 -1.24097
H -5.05827 -0.42886 -0.21403
H -6.20001 -0.31036 1.94916
H -5.09365 0.66992 3.92762
H -2.76562 1.47543 3.75443
H -2.87925 3.60600 0.95534
H -2.63795 5.92275 0.16419
H -0.40887 6.82207 -0.38282
H 1.60495 5.41264 -0.13239
H 1.39626 3.09358 0.67133
H 0.80690 3.27439 3.14975
H 1.82937 2.89474 5.35788
H 1.47175 0.76206 6.53993
H 0.10030 -1.01863 5.51665
H -0.91699 -0.67099 3.29887
H -4.70097 1.27147 -1.97339
H -5.42367 0.27392 -4.11286
H -4.11839 -1.54964 -5.15189
H -2.03556 -2.32713 -4.10185
H -0.35170 -0.48841 -4.35659
H 1.44133 -0.76275 -6.00600
H 3.39566 -2.18596 -5.50067
H 3.55651 -3.34347 -3.32112
H 1.75843 -3.12651 -1.67632
H -1.64801 -1.90905 1.02173
H -2.18488 -3.92518 2.33418
H -1.81880 -6.16874 1.36672
H -0.93280 -6.40343 -0.92355
H -0.38423 -4.41407 -2.25169
N 1.58498 -1.29759 0.95266
C 2.76209 -0.70261 1.48134
C 3.06077 -0.86910 2.81620
C 4.26270 -0.39230 3.32698
C 5.19947 0.23063 2.49651
C 4.90986 0.40179 1.16928
C 3.65467 0.00162 0.61878
C 3.31775 0.42235 -0.70814
C 4.35260 0.67921 -1.66486
C 4.07261 1.30163 -2.84445
C 2.76306 1.75014 -3.10282
C 1.72916 1.50664 -2.20118
C 1.97412 0.78050 -1.05234
H 1.08229 -1.83808 1.65247
H 1.76753 -1.90801 0.15809
H 2.38363 -1.41327 3.45842
H 4.49214 -0.53867 4.37382
H 6.13572 0.57966 2.90647
H 5.61055 0.92804 0.53746
H 5.36386 0.36216 -1.45111
H 4.85337 1.47640 -3.57062
H 2.55751 2.27873 -4.02509
H 0.73170 1.86773 -2.43679
*
```

And the Mulliken charges, in e, turn out to be: 0.017 0.361 0.607 -0.842 -0.931 -0.825 -0.770 0.125 0.711 0.828 -0.617 -0.848 -0.665 -0.942 -0.424 0.997 -0.685 -0.839 -0.633 -0.926 -0.283 -0.620 -0.338 -0.691 -0.956 -0.302 0.397 1.675 1.044 -0.776 -0.816 -0.660 -1.003 -0.911 0.667 -0.382 -0.877 -0.744 -0.777 -0.547 0.654 0.485 0.515 0.608 0.506 0.473 0.459 0.487 0.648 0.491 0.521 0.475 0.506 0.579 0.667 0.488 0.482 0.603 0.474 0.522 0.483 0.529 0.362 0.371 0.511 0.442 0.488 0.474 -0.063 0.630 -0.596 -0.692 -1.043 -1.242 1.004 1.041 -0.726 -1.130 -0.668 -0.107 0.758 0.325 0.204 0.542 0.498 0.473 0.454 0.620 0.494 0.497 0.627


The calculation returns the following E_tot values, one per record and in order: -88566.2954, -75961.2698 eV.
The calculation returns the following relative energy (zero: lowest compared OMol25 entry of this formula, charge and spin) values, one per record and in order: 1.839, 0.000 eV.